{
  "formula": "C7H6N4S",
  "method": "wB97M-V/def2-TZVPD",
  "relative_energy_kj_mol": 290.1,
  "species": ["N", "H", "C", "H", "N", "H", "N", "C", "S", "N", "H", "C", "H", "C", "C", "C", "H", "C"],
  "coordinates": [[3.93712, 1.01835, 0.02912], [-3.21341, -2.32235, 0.41949], [-0.58816, -0.43292, 0.19837], [-3.05981, 1.88078, -0.57800], [1.38435, -1.76357, 0.01422], [4.87427, 0.86645, -0.12046], [-1.19855, -1.63401, 0.13139], [-2.59439, -1.38774, 0.11863], [3.05480, -1.54985, -0.23581], [1.66699, 0.58778, 0.09590], [3.99587, 2.25090, 0.69908], [-1.19353, 0.78850, -0.04315], [-0.49513, 1.64764, -0.06693], [-2.59739, 0.89385, -0.25168], [2.89744, 0.19198, -0.04204], [0.85175, -0.50538, 0.13520], [-4.41768, -0.27703, -0.31768], [-3.30455, -0.25338, -0.18565]],
  "forces_ev_per_a": [[-0.2, 6.7, 2.8], [1.2, 1.4, -1.0], [-0.5, -0.7, -1.6], [0.7, -1.4, 0.7], [0.3, 2.7, -0.3], [1.9, -1.4, -0.5], [-4.3, 2.6, 1.3], [1.0, -4.6, 0.7], [-1.3, 0.6, 0.6], [-0.5, -0.4, 0.3], [-1.1, -5.2, -2.8], [-0.8, 1.5, 0.3], [-0.8, -0.4, 0.0], [2.1, 2.7, -1.0], [0.1, -0.4, 0.2], [2.7, -3.1, -0.2], [1.3, -0.1, 0.3], [-1.6, -0.6, 0.3]],
  "lowdin_charge": [0.035, 0.127, -0.285, 0.130, -0.247, 0.020, 0.138, -0.120, 0.972, 0.092, 0.300, -0.020, 0.111, -0.078, -0.754, -0.416, 0.124, -0.128]
}

***

{
  "formula": "C7H6N5OS",
  "method": "wB97M-V/def2-TZVPD",
  "charge": -1,
  "species": ["O", "H", "H", "C", "S", "C", "H", "C", "N", "H", "C", "C", "N", "H", "H", "C", "N", "N", "C", "N"],
  "coordinates": [[-3.61784, -0.80970, 1.37081], [-2.50630, 2.07888, 1.16271], [1.17928, 0.14104, -1.82405], [-2.70008, 1.40489, 0.39387], [0.24106, 1.56522, -0.05445], [2.62949, -0.02128, -0.11755], [1.05781, -2.25377, -0.57867], [-2.79563, -0.13698, 0.76945], [4.45023, 0.32985, 0.80565], [-1.12954, -2.30078, 0.73952], [0.95217, 0.02801, -0.73509], [0.45432, -1.29814, -0.33093], [3.43817, -0.89735, -0.67755], [-1.90157, 1.09332, -1.41146], [-3.56577, 1.89569, -0.04184], [-0.77995, -1.48807, 0.12290], [-1.63225, -0.33428, 0.11688], [3.16343, 0.73610, 0.80239], [-1.51031, 0.97027, -0.46000], [4.57326, -0.70293, -0.05257]],
  "forces_ev_per_a": [[1.3, 0.2, -0.6], [1.0, 0.6, 1.9], [-0.5, -0.2, 0.8], [-1.1, -1.0, 0.0], [-1.5, -1.1, -0.8], [-4.3, 0.2, -1.7], [-0.5, 2.1, 0.8], [-1.5, 1.9, 0.7], [-0.2, -1.4, -0.3], [-0.3, -0.3, -0.5], [5.1, 0.6, 0.4], [0.0, -2.3, -1.1], [-0.5, -0.5, -0.1], [0.5, -0.3, -2.6], [-0.1, -0.5, -0.8], [-0.2, 1.9, 0.3], [-0.3, -2.8, 0.5], [0.5, 0.4, -0.2], [1.4, 1.0, 2.4], [1.2, 1.5, 0.9]],
  "lowdin_charge": [0.048, 0.078, 0.096, -0.053, 0.908, -0.480, 0.138, -0.416, -0.138, 0.118, -0.494, -0.144, -0.054, 0.091, 0.103, -0.052, -0.059, -0.043, -0.490, -0.154]
}

***

{
  "formula": "C7H6NRuSe5",
  "method": "wB97M-V/def2-TZVPD",
  "multiplicity": 5,
  "charge": 1,
  "relative_energy_kj_mol": 11.9,
  "species": ["N", "C", "H", "H", "C", "Se", "Se", "H", "Se", "C", "Se", "Ru", "C", "Se", "H", "H", "C", "C", "C", "H"],
  "coordinates": [[0.13996, -2.00427, -0.65147], [0.06226, 2.12563, 0.10033], [-0.02924, 0.85253, -3.07626], [0.62056, 2.84902, 0.68864], [-1.89504, 0.70073, -0.19286], [2.04926, -1.71907, 4.98404], [0.64756, -0.96357, 2.36424], [-2.84014, 0.30893, 0.16613], [2.39936, -0.51447, 1.03204], [-1.44714, 0.38713, -1.49596], [-0.41344, -4.45107, -2.10356], [0.19546, -0.20917, -0.06037], [0.47516, 1.85322, -1.22906], [3.78366, -2.83168, 4.35964], [-2.05054, -0.25517, -2.13037], [-1.51264, 1.90812, 1.56934], [-0.09404, -2.99698, -1.24816], [-0.28864, 1.00213, -2.03527], [-1.14404, 1.59673, 0.59714], [1.34156, 2.36133, -1.63816]],
  "forces_ev_per_a": [[-0.1, -1.3, -0.7], [-0.2, 0.1, 0.1], [0.1, -0.2, 0.2], [0.0, -0.3, 0.0], [0.0, -0.1, -0.1], [0.3, -0.1, 0.5], [0.2, 0.4, -1.7], [0.2, -0.1, 0.0], [-0.6, -0.3, 0.4], [0.0, 0.1, 0.0], [-0.2, -0.8, -0.5], [-0.5, 2.1, 0.6], [-0.1, -0.3, 0.1], [0.0, 0.0, 0.0], [0.2, -0.1, 0.2], [0.2, -0.2, 0.0], [0.4, 1.1, 0.9], [-0.1, 0.0, 0.1], [0.3, 0.2, -0.2], [0.0, -0.2, 0.1]],
  "mulliken_spin": [0.147, -0.024, 0.002, 0.003, 0.016, 0.910, 0.414, 0.003, 0.558, -0.021, 0.607, 0.424, -0.011, 1.027, 0.002, 0.011, -0.115, 0.033, 0.014, -0.001]
}

***

{
  "formula": "C7H6NRuSe5",
  "method": "wB97M-V/def2-TZVPD",
  "multiplicity": 5,
  "charge": 1,
  "relative_energy_kj_mol": 1.7,
  "species": ["H", "Se", "C", "Ru", "H", "Se", "C", "C", "H", "H", "N", "C", "C", "H", "H", "Se", "Se", "C", "C", "Se"],
  "coordinates": [[-0.08579, -3.03518, 0.10541], [0.20858, -0.98125, -2.59800], [0.03361, -2.11015, 0.65300], [0.12788, 0.17712, -0.42141], [2.18198, -2.07195, 0.43510], [1.85493, 1.82471, -0.99675], [0.37183, 0.29434, 2.07917], [-0.90839, -0.18159, 1.77243], [-2.07785, -1.78394, 0.91312], [-1.77755, 0.37895, 2.08918], [-1.23938, 1.34646, -1.04558], [-1.08178, -1.40736, 1.09867], [1.48606, -0.39215, 1.58950], [2.48269, -0.00510, 1.75380], [0.49142, 1.21141, 2.63844], [-3.25003, 3.16788, -2.12686], [0.44667, 0.60612, -4.17357], [-2.04788, 2.07907, -1.48071], [1.31641, -1.56576, 0.83918], [1.46658, 2.44836, -3.12412]],
  "forces_ev_per_a": [[0.0, 0.0, 0.0], [0.0, -0.1, -0.2], [0.1, -0.1, -0.1], [0.0, -0.2, 0.7], [0.0, 0.0, 0.0], [0.1, 0.1, 0.0], [0.1, 0.0, 0.0], [-0.1, 0.1, -0.1], [0.0, 0.0, 0.0], [0.0, 0.0, 0.0], [0.0, 0.0, -0.1], [0.0, 0.0, -0.1], [0.1, 0.1, -0.1], [0.0, 0.0, 0.0], [0.0, 0.0, 0.0], [0.1, 0.0, 0.0], [-0.1, -0.2, -0.2], [0.0, 0.0, 0.0], [0.0, 0.0, -0.2], [0.1, 0.3, 0.0]],
  "mulliken_spin": [0.000, 0.581, 0.058, 1.520, -0.006, 0.569, 0.067, -0.048, 0.000, -0.002, 0.087, 0.020, 0.025, 0.008, 0.006, 0.587, 0.341, -0.126, -0.012, 0.324]
}

***

{
  "formula": "C7H6NS",
  "method": "wB97M-V/def2-TZVPD",
  "smiles": "C#[N+]C(=C=S)[C@H]1CC1=C",
  "charge": 1,
  "relative_energy_kj_mol": 0.0,
  "species": ["H", "H", "C", "C", "C", "H", "H", "N", "S", "H", "C", "C", "C", "C", "H"],
  "coordinates": [[1.31948, -0.63462, -2.73996], [-0.00771, -2.10239, 1.13987], [-1.43577, 0.74310, 2.28064], [0.61439, -1.29203, -2.22311], [0.50633, -1.08432, -0.94177], [-1.95618, 0.32972, 3.07896], [-1.25082, -1.02243, 0.36147], [-0.73558, 1.21212, 1.49212], [0.13300, 3.82400, -0.92779], [0.08200, -2.10805, -2.74662], [-0.15109, -1.27334, 0.40787], [0.08385, 2.40323, -0.25778], [0.11546, 1.23477, 0.49408], [0.80582, -0.08083, 0.17016], [1.87683, -0.14892, 0.41186]],
  "forces_ev_per_a": [[-0.5, -0.3, -0.3], [0.5, 0.7, -0.9], [1.4, 1.1, -1.4], [0.3, -0.3, -0.7], [-1.6, 1.2, 2.5], [-0.9, -0.3, 1.1], [1.3, 0.0, 0.0], [-2.2, -1.2, 2.5], [-0.2, -2.9, 1.1], [0.7, 0.5, 0.4], [-0.4, -0.7, -0.9], [0.6, 1.2, 0.1], [1.5, 1.9, -4.1], [0.2, -0.9, -0.2], [-0.6, 0.1, 0.7]],
  "lowdin_charge": [0.082, 0.123, 0.330, 0.081, -0.226, 0.121, 0.123, 0.117, 0.953, 0.091, -0.060, -0.449, -0.294, -0.146, 0.153]
}

***

{
  "formula": "C7H6O5Sn",
  "method": "wB97M-V/def2-TZVPD",
  "species": ["C", "H", "Sn", "O", "H", "H", "C", "O", "O", "H", "C", "O", "H", "H", "C", "C", "C", "O", "C"],
  "coordinates": [[-2.05628, 1.65829, -0.12719], [-2.33875, 0.08965, 1.29826], [0.20306, -3.36404, 3.00564], [2.56839, -1.40231, 2.03875], [0.63817, 1.80553, -2.23750], [0.71953, -1.56518, 0.55024], [-0.57839, -0.25265, 0.12438], [2.03742, -3.11868, 0.77409], [-0.19153, -1.37671, 0.83495], [1.08639, -0.24343, -1.21488], [2.92952, -2.38700, 1.28208], [4.12658, -2.74371, 1.37437], [-1.58233, 3.15150, -2.77961], [-3.02597, 2.11431, 0.02053], [-1.29508, 2.09503, -1.20640], [-1.74329, 0.47728, 0.48146], [-0.08962, 1.48121, -1.50765], [-1.60471, 3.30139, -1.83006], [0.19688, 0.27952, -0.88146]],
  "forces_ev_per_a": [[-0.8, -0.1, -1.5], [-0.2, 0.1, 0.0], [2.4, 1.9, -2.7], [-1.4, 0.4, 0.5], [-0.3, 0.4, -0.2], [0.2, -0.5, 0.3], [-1.2, 1.2, 0.7], [-3.0, -1.7, -0.7], [-0.5, 0.3, -0.4], [0.1, -0.1, 0.2], [2.7, -0.6, 3.7], [-0.5, 0.6, -1.4], [0.1, 0.1, 0.0], [0.2, 0.3, 0.4], [1.1, 1.4, 0.1], [1.3, -1.6, 0.8], [-0.6, -0.9, 0.2], [-0.5, -0.4, 0.2], [0.9, -0.6, -0.2]],
  "lowdin_charge": [-0.024, 0.109, 1.297, -0.050, 0.121, 0.035, -0.285, -0.136, -0.116, 0.126, -1.003, 0.047, 0.099, 0.121, -0.314, -0.018, -0.009, 0.020, -0.021]
}

***

Number 1: energy -24149.1219 eV. Number 2: energy -27687.7231 eV. Number 3: energy -338152.2197 eV. Number 4: energy -338152.3255 eV. Number 5: energy -19668.6919 eV. Number 6: energy -23419.8332 eV.